ORCA calculation (ωB97M-V/def2-TZVPD) on a 4-piece molecular cluster, C16H28N4O6 overall in a non-equilibrium geometry.

Values from the calculation:
- LUMO level (eV) = 0.45
- highest occupied orbital energy (eV) = -9.4
- Kohn-Sham gap (eV) = 9.805

Last column: natural (NBO) charge in e.
Cartesian coordinates (Å):
O  2.553  3.115  0.209  -0.534
C  2.427  2.830  -0.931  0.664
O  2.383  1.547  -1.378  -0.556
C  1.172  0.852  -1.070  0.367
O  1.201  -0.350  -1.767  -0.705
C  -0.068  1.623  -1.467  0.133
C  -1.130  1.688  -0.579  -0.234
C  -2.268  2.392  -0.949  -0.162
C  -2.275  2.999  -2.193  -0.251
C  -1.160  2.862  -3.012  0.045
N  -0.063  2.191  -2.674  -0.404
H  2.365  3.565  -1.736  0.129
H  1.153  0.659  0.006  0.152
H  2.119  -0.555  -1.979  0.493
H  -1.063  1.191  0.377  0.225
H  -3.116  2.468  -0.287  0.222
H  -3.121  3.575  -2.533  0.224
H  -1.165  3.323  -3.991  0.196
C  3.255  6.018  4.554  -0.411
N  4.466  6.521  3.937  -0.621
C  5.117  6.039  2.842  0.676
C  4.521  4.827  2.165  -0.721
O  6.133  6.577  2.439  -0.629
H  2.476  6.784  4.549  0.194
H  3.445  5.728  5.589  0.194
H  2.888  5.152  4.015  0.214
H  4.909  7.329  4.345  0.398
H  5.143  4.564  1.316  0.243
H  4.486  3.980  2.852  0.225
H  3.513  5.034  1.809  0.236
C  -0.326  -3.004  -2.422  -0.410
N  -1.648  -3.556  -2.682  -0.617
C  -2.029  -4.856  -2.707  0.672
C  -0.964  -5.893  -2.450  -0.728
O  -3.202  -5.158  -2.892  -0.656
H  -0.366  -2.371  -1.542  0.226
H  -0.001  -2.406  -3.274  0.195
H  0.391  -3.798  -2.244  0.211
H  -2.402  -2.911  -2.859  0.396
H  -1.427  -6.874  -2.484  0.240
H  -0.182  -5.842  -3.207  0.226
H  -0.518  -5.737  -1.466  0.247
C  -4.531  -4.489  0.664  -0.409
N  -3.154  -4.216  0.302  -0.615
C  -2.069  -4.144  1.111  0.679
C  -2.287  -4.362  2.590  -0.721
O  -0.957  -3.920  0.652  -0.654
H  -4.882  -5.386  0.152  0.209
H  -5.172  -3.655  0.373  0.196
H  -4.622  -4.638  1.734  0.205
H  -2.949  -4.067  -0.675  0.413
H  -1.329  -4.277  3.092  0.243
H  -2.969  -3.615  2.997  0.224
H  -2.699  -5.354  2.779  0.227

=====

ORCA calculation (ωB97M-V/def2-TZVPD) on C16H28N5ORu as an isolated structure.

Values from the calculation:
- LUMO level (spin up / spin down) (eV) = -6.62 / -6.98
- net charge = +2
- highest occupied orbital energy (spin up / spin down) (eV) = -14.2 / -14.8
- relative energy (zero: lowest compared OMol25 entry of this formula, charge and spin) (kJ/mol) = 0.00
- spin multiplicity = 2
- Kohn-Sham gap (spin up / spin down) (eV) = 7.573 / 7.864

Last column: natural (NBO) charge in e.
Cartesian coordinates (Å):
Ru  0.034  -0.640  -0.093  0.774
C  -3.778  0.656  -1.627  -0.698
C  -2.384  0.482  -1.110  0.358
N  -1.933  -0.621  -0.622  -0.417
C  -2.610  -1.911  -0.493  -0.256
C  -1.553  -3.032  -0.659  -0.235
N  -0.213  -2.750  -0.022  -0.563
C  -0.080  -3.185  1.383  -0.239
C  -0.715  -2.132  2.302  -0.238
N  -0.172  -0.786  1.996  -0.511
C  1.154  -0.518  2.671  -0.235
C  2.298  -0.501  1.654  -0.264
N  1.777  0.065  0.419  -0.394
C  2.090  1.486  0.103  0.035
C  3.377  1.551  -0.720  -0.604
C  0.887  2.040  -0.658  0.342
C  0.808  3.263  -1.331  -0.218
C  -0.401  3.635  -1.890  -0.131
C  -1.513  2.791  -1.812  -0.179
C  -1.381  1.582  -1.163  0.109
N  -0.189  1.280  -0.590  -0.397
H  -4.488  0.123  -0.998  0.256
H  -3.860  0.262  -2.642  0.264
H  -4.069  1.703  -1.652  0.255
H  -3.405  -2.062  -1.225  0.238
H  -3.071  -1.953  0.495  0.225
H  -1.356  -3.178  -1.721  0.222
H  -1.961  -3.967  -0.272  0.231
H  0.481  -3.217  -0.595  0.418
H  0.984  -3.291  1.595  0.225
H  -0.555  -4.154  1.554  0.229
H  -0.538  -2.390  3.348  0.234
H  -1.794  -2.095  2.158  0.211
H  -0.830  -0.109  2.368  0.412
H  1.322  -1.268  3.445  0.223
H  1.079  0.451  3.160  0.224
H  2.662  -1.509  1.453  0.213
H  3.137  0.059  2.068  0.230
H  3.279  0.985  -1.648  0.209
H  4.197  1.123  -0.143  0.238
H  3.644  2.579  -0.965  0.232
H  1.671  3.909  -1.406  0.253
H  -0.485  4.583  -2.403  0.257
H  -2.448  3.075  -2.275  0.250
O  0.514  -0.965  -2.241  -0.897
H  0.002  -0.960  -3.059  0.523
H  1.418  -0.709  -2.467  0.524
C  2.217  2.371  1.354  -0.624
H  2.377  3.404  1.044  0.242
H  3.067  2.100  1.978  0.234
H  1.306  2.343  1.953  0.213

=====

ORCA calculation (ωB97M-V/def2-TZVPD) on a 3-piece molecular cluster, C16H29BO11S overall.

Values from the calculation:
- LUMO level (eV) = 0.48
- highest occupied orbital energy (eV) = -9.8
- Kohn-Sham gap (eV) = 10.322

Last column: natural (NBO) charge in e.
Cartesian coordinates (Å):
C  1.259  -2.708  1.639  -0.644
C  2.671  -2.159  1.868  -0.066
O  2.892  -0.908  1.230  -0.553
C  2.620  0.201  2.073  -0.079
C  2.815  1.495  1.278  -0.095
O  1.964  2.545  1.734  -0.542
C  0.872  2.884  0.889  -0.068
C  -0.402  2.063  1.186  -0.131
B  -0.570  0.763  0.234  1.043
C  -1.879  -0.086  0.134  -1.050
O  0.532  0.463  -0.519  -0.899
C  -0.545  1.734  2.701  -0.097
O  -1.642  2.514  3.204  -0.691
S  -2.643  2.891  2.043  2.575
O  -3.547  1.810  1.827  -0.931
O  -3.141  4.201  2.251  -0.893
O  -1.554  2.939  0.906  -0.705
H  1.223  -3.470  0.863  0.218
H  0.583  -1.892  1.385  0.203
H  0.863  -3.147  2.556  0.217
H  3.430  -2.850  1.499  0.186
H  2.848  -2.059  2.944  0.167
H  3.315  0.177  2.920  0.170
H  1.603  0.133  2.482  0.154
H  2.698  1.311  0.217  0.221
H  3.840  1.841  1.431  0.182
H  0.637  3.935  1.068  0.203
H  1.164  2.783  -0.158  0.206
H  -1.796  -0.792  -0.696  0.244
H  -2.735  0.556  -0.074  0.267
H  -2.075  -0.672  1.035  0.250
H  0.723  -0.482  -0.580  0.510
H  0.320  2.053  3.273  0.231
H  -0.717  0.675  2.903  0.190
O  -3.554  -2.891  -1.389  -0.572
C  -4.679  -2.484  -1.410  0.793
C  -5.372  -1.598  -0.393  -0.531
C  -6.849  -1.764  -0.743  -0.429
C  -6.776  -2.064  -2.237  -0.071
O  -5.532  -2.761  -2.425  -0.491
H  -5.025  -0.573  -0.538  0.244
H  -5.123  -1.915  0.615  0.245
H  -7.466  -0.899  -0.511  0.226
H  -7.259  -2.624  -0.213  0.210
H  -6.751  -1.153  -2.839  0.179
H  -7.580  -2.702  -2.597  0.197
O  3.105  2.470  -2.915  -0.559
C  3.853  1.552  -2.760  0.793
C  4.465  0.637  -3.805  -0.530
C  4.970  -0.540  -2.973  -0.429
C  5.259  0.125  -1.631  -0.073
O  4.304  1.193  -1.532  -0.500
H  5.276  1.179  -4.295  0.237
H  3.719  0.367  -4.547  0.245
H  5.836  -1.049  -3.389  0.223
H  4.171  -1.273  -2.854  0.211
H  6.261  0.558  -1.588  0.177
H  5.118  -0.534  -0.777  0.206

=====

| no. | total energy (Eh) |
| --- | --- |
| 1 | -1296.96098 |
| 2 | -1069.90825 |
| 3 | -1877.76487 |